[1]
106
Properties=species:S:1:pos:R:3:forces:R:3 method="wB97M-V/def2-TZVPD" total_charge=-1 e_lumo_ev=2.1 orbital_gap_ev=6.15 relative_energy_ev=0.000
Cs -0.2856 -0.3545 0.1334 1.2 0.0 0.5
C -0.6590 -3.9557 -1.6561 0.1 0.1 0.1
C 0.6724 -4.1038 -0.9859 0.1 -0.1 0.0
C 1.4919 -5.2437 -0.8726 0.0 0.0 0.0
C 2.5969 -4.8148 -0.1625 -0.2 -0.1 0.0
C 3.7969 -5.6002 0.2618 0.0 0.2 0.0
N 2.4123 -3.5031 0.1155 0.3 -0.3 0.0
N 1.2427 -3.0708 -0.3884 -0.3 0.0 -0.1
B 3.3851 -2.5702 0.8664 -0.4 0.2 -0.2
N 2.7256 -2.0887 2.1846 0.3 -0.1 0.2
N 1.4780 -1.5800 2.2324 -0.2 -0.1 0.2
C 1.1350 -1.5030 3.5085 0.3 0.0 0.1
C -0.2179 -1.0230 3.9337 0.2 -0.1 -0.1
C 2.1963 -1.9492 4.3209 0.0 -0.1 0.0
C 3.1895 -2.3207 3.4353 -0.1 0.1 0.2
C 4.5479 -2.8579 3.7515 -0.1 0.0 -0.1
N 3.8356 -1.4263 -0.0728 0.3 -0.2 0.0
N 2.9694 -0.5948 -0.6851 -0.2 0.2 -0.1
C 3.6694 0.1321 -1.5399 0.1 -0.1 0.1
C 3.0025 1.1373 -2.4230 0.0 -0.1 0.1
C 5.0289 -0.2331 -1.4913 0.1 0.0 0.1
C 5.0904 -1.2363 -0.5440 0.0 0.2 -0.1
C 6.3052 -1.9619 -0.0610 -0.2 0.0 0.0
H -0.8853 -4.8314 -2.2631 0.0 0.0 0.0
H -0.6566 -3.0732 -2.2976 -0.1 0.0 0.0
H -1.4562 -3.8270 -0.9211 0.0 0.0 0.0
H 1.3096 -6.2343 -1.2586 0.0 0.0 0.0
H 3.6918 -6.6372 -0.0534 0.0 0.0 0.0
H 3.9133 -5.5788 1.3470 0.1 0.0 0.0
H 4.7083 -5.1908 -0.1780 0.0 -0.1 0.0
H 4.3601 -3.1938 1.1578 0.1 -0.1 0.1
H -0.7049 -0.4911 3.1170 -0.1 0.0 0.1
H -0.1397 -0.3641 4.8006 0.0 0.1 0.0
H -0.8497 -1.8687 4.2138 -0.1 0.0 0.0
H 2.2383 -2.0010 5.3979 0.0 0.0 0.0
H 4.6898 -2.8543 4.8318 0.0 0.0 0.0
H 5.3340 -2.2524 3.2959 0.0 0.0 0.0
H 4.6690 -3.8817 3.3926 0.0 0.0 0.0
H 1.9692 1.2662 -2.1029 0.0 0.0 0.0
H 3.0032 0.7945 -3.4600 0.0 0.1 0.0
H 3.5155 2.1007 -2.3863 0.0 0.0 0.0
H 5.8565 0.1751 -2.0507 0.0 0.0 0.0
H 7.1810 -1.5759 -0.5807 0.0 0.0 0.0
H 6.2320 -3.0346 -0.2471 0.0 0.0 0.0
H 6.4463 -1.8200 1.0130 0.0 0.0 0.0
O -2.2815 0.2376 -1.2692 -1.1 0.3 -0.8
C -3.5136 -0.0149 -1.4359 -0.3 0.1 -0.1
C -4.0131 -0.5528 -2.6667 0.1 0.0 -0.1
C -5.3424 -0.8109 -2.8905 0.0 0.0 0.1
C -6.2972 -0.5584 -1.9000 -0.1 0.0 0.0
C -5.8641 -0.0453 -0.6932 0.1 0.0 0.1
C -4.5188 0.2328 -0.4331 0.0 -0.1 -0.2
C -4.1580 0.8078 0.8583 0.1 0.2 0.2
N -3.0497 0.6522 1.5565 0.1 -0.2 0.0
C -3.1998 1.3861 2.7045 -0.1 0.0 0.0
C -4.4127 2.0052 2.7201 0.0 0.0 0.0
N -5.0134 1.6367 1.5377 0.1 -0.1 0.0
H -3.2777 -0.7500 -3.4395 0.0 0.0 0.0
H -5.6589 -1.2218 -3.8437 0.0 0.0 0.0
H -7.3446 -0.7769 -2.0666 0.0 0.0 0.0
H -6.5925 0.1119 0.0980 0.0 0.0 0.0
H -2.4195 1.4248 3.4492 0.0 0.0 0.0
H -4.8936 2.6498 3.4358 0.0 0.0 0.0
H -5.9044 1.9510 1.2038 0.0 0.0 -0.1
C -2.3243 6.0101 0.2637 0.0 0.0 0.0
N -1.3384 5.3199 1.0719 0.0 0.0 0.0
C -1.7437 5.0623 2.4417 0.0 0.0 0.0
C -0.3801 4.4926 0.5247 -0.1 -0.1 0.0
O 0.0699 3.5281 1.1232 -0.1 0.1 0.0
N 0.0114 4.8072 -0.7702 0.1 -0.1 -0.1
C 0.4113 6.1572 -1.1172 0.0 0.0 0.0
C 0.7786 3.7827 -1.4607 -0.1 0.1 0.1
H -3.3264 5.7167 0.5868 0.0 0.0 0.0
H -2.2133 5.7385 -0.7831 0.0 0.0 0.0
H -2.2443 7.0977 0.3641 0.0 0.0 0.0
H -1.9201 6.0097 2.9570 0.0 0.0 0.0
H -0.9589 4.5103 2.9463 0.0 0.0 0.0
H -2.6575 4.4602 2.4771 0.0 0.0 0.0
H -0.1117 6.8909 -0.5113 0.0 0.0 0.0
H 0.1942 6.3452 -2.1714 0.0 0.1 0.0
H 1.4897 6.2954 -0.9637 0.0 0.0 0.0
H 0.4989 2.8119 -1.0673 0.0 -0.1 -0.1
H 1.8569 3.9153 -1.3207 0.0 0.0 0.0
H 0.5480 3.8296 -2.5266 0.0 0.0 0.0
C 5.3935 1.4828 3.1431 -0.1 0.0 -0.1
C 4.4714 0.9292 2.0605 0.1 0.0 0.0
As 2.6771 1.7459 1.8518 0.4 0.3 0.3
C 3.3321 3.6267 1.7063 0.0 0.0 -0.1
C 4.2934 3.8020 0.5302 -0.1 -0.1 0.1
C 2.2546 1.8430 3.7848 -0.2 0.1 0.1
C 0.9464 2.5854 4.0502 0.1 0.0 -0.1
H 6.3803 1.0146 3.0776 0.0 0.0 0.0
H 5.0013 1.2860 4.1418 0.0 0.0 0.0
H 5.5355 2.5616 3.0407 0.0 0.0 0.1
H 4.2998 -0.1316 2.2294 -0.1 -0.1 0.0
H 4.9537 1.0118 1.0839 -0.1 -0.1 -0.1
H 3.8046 3.9413 2.6411 0.0 -0.1 0.0
H 2.4465 4.2473 1.5662 -0.1 0.0 0.0
H 5.2667 3.3607 0.7530 0.0 0.0 -0.1
H 4.4542 4.8558 0.2869 0.0 0.0 0.0
H 3.9036 3.2997 -0.3592 0.1 0.0 0.0
H 3.0741 2.3404 4.3084 0.0 0.0 0.0
H 2.1961 0.8191 4.1586 0.0 0.0 -0.1
H 1.0482 3.6306 3.7519 -0.1 0.0 0.0
H 0.6728 2.5587 5.1088 0.0 0.0 0.0
H 0.1331 2.1565 3.4626 0.0 0.1 0.0

[2]
107
Properties=species:S:1:pos:R:3:forces:R:3 method="wB97M-V/def2-TZVPD" total_charge=-1 e_lumo_ev=-1.1 orbital_gap_ev=4.07
C 1.0661 0.6278 -5.2111 -0.6 0.8 1.4
C 0.9259 0.0015 -3.6905 -0.9 -1.8 2.9
C -0.5343 -0.7400 -3.3576 3.0 0.0 3.9
C -0.7776 -1.3461 -1.8534 3.8 2.2 -1.3
C 0.4280 -1.2112 -0.7027 0.4 1.1 -3.0
C 1.8969 -0.5372 -0.9925 -3.1 0.0 -3.2
C 3.1265 -0.3764 0.0798 0.3 0.1 -0.9
C 3.4298 -1.7349 0.9765 -1.2 1.0 1.8
Cl 4.0747 -2.8896 -0.3746 -0.7 0.4 1.6
O 2.2680 -2.2469 1.7678 3.4 1.5 -3.2
P 2.0636 -1.3106 3.2637 -1.3 0.7 0.9
C 1.5428 -0.4190 4.8773 -0.5 0.6 2.0
C 1.2393 1.1905 4.7001 0.6 -1.0 1.3
O 0.1622 1.5072 3.7444 1.0 -1.1 -0.2
C 1.9910 -3.0879 4.0519 -0.5 -3.6 1.8
C 0.7599 -4.0503 3.4561 3.2 -2.3 3.7
C 0.6873 -5.5842 4.0567 2.5 2.9 0.8
C 1.7889 -6.1144 5.1873 0.3 3.5 -1.1
C 2.9509 -5.1175 5.7766 -2.8 1.3 -3.1
C 3.0537 -3.5857 5.2010 -3.0 -2.8 -1.4
O 3.8168 -1.0959 3.4545 0.6 -2.0 -2.3
C 4.5447 -1.4436 2.1888 1.3 1.1 0.7
C 5.7327 -2.5908 2.4088 1.0 -0.6 0.1
C 7.3063 -2.0651 2.3675 -1.7 -6.0 1.1
C 8.3577 -3.3348 2.6543 -4.7 0.1 -0.1
C 7.6576 -4.7834 2.9064 -0.2 2.0 -0.5
N 6.2273 -5.2034 2.8903 1.3 5.5 -0.8
C 5.2331 -4.1204 2.6415 4.5 1.4 0.2
C 2.1195 0.0748 -2.5330 -3.5 -1.4 0.2
H 1.8759 1.4837 -5.1666 -1.4 -1.9 -0.3
H 1.2655 -0.1668 -6.0467 -0.2 1.5 1.8
H 0.0307 1.1829 -5.4233 2.3 -1.3 0.3
H -1.3947 -0.8362 -4.1448 1.9 0.3 1.5
H -1.8065 -1.8576 -1.5662 2.5 1.2 -0.6
H 0.1606 -1.6364 0.3541 0.9 0.9 -2.2
H 4.1128 -0.2068 -0.5711 -2.2 -0.4 1.4
H 3.0033 0.5957 0.7315 -0.1 -2.2 -1.1
H 0.6355 -1.2881 2.9213 0.2 -0.6 0.1
H 2.1291 -0.0042 2.6597 0.0 -0.2 -0.7
H 0.5355 -0.9064 5.2771 2.1 0.8 -0.9
H 2.3366 -0.5664 5.7490 -1.5 0.5 -1.7
H 2.2601 1.7259 4.4734 -2.0 -0.8 0.0
H 0.8632 1.5804 5.7598 0.7 -0.6 -2.3
H 0.1484 0.8675 2.9678 0.5 0.9 1.7
H -0.0100 -3.6391 2.6479 2.0 -1.0 2.0
H -0.1678 -6.2835 3.6432 2.0 1.4 1.1
H 1.7297 -7.2306 5.5714 0.1 2.6 -0.9
H 3.7242 -5.4955 6.5773 -1.8 0.7 -1.8
H 3.9014 -2.8478 5.5956 -2.1 -1.8 -1.1
H 5.1382 -0.4472 1.9964 -1.0 -1.9 -0.2
H 7.6457 -0.9631 2.1722 -0.9 -2.4 0.4
H 9.5306 -3.1717 2.7036 -2.8 -0.6 -0.1
H 8.4326 -5.6623 3.1458 -2.1 2.1 -0.6
H 4.0778 -4.3540 2.6455 2.7 0.4 0.0
H 3.1394 0.6042 -2.8473 -2.4 -1.3 0.9
O 0.9336 5.9427 5.0522 2.7 -0.1 -3.9
P 0.1537 6.5226 3.8467 -7.8 1.2 5.8
O -0.1912 7.9473 4.6143 0.9 0.5 -0.2
C 0.8648 8.8711 4.8100 0.0 0.4 0.2
C 1.2665 9.5276 3.5043 0.0 0.1 -0.1
O -1.2304 5.6900 4.2401 0.7 0.1 -1.2
C -1.1336 4.3116 4.5714 0.0 -0.7 0.5
C -1.3724 4.1350 6.0600 0.0 0.0 0.2
O -0.7175 7.1706 2.4999 3.7 -1.0 -1.0
C -2.1252 7.3585 2.4375 -1.0 -0.2 -0.4
C -2.6214 8.5573 3.2233 0.2 0.0 0.6
H 1.7207 8.3769 5.2785 0.0 0.0 0.0
H 0.5034 9.6344 5.5069 -0.1 -0.2 0.0
H 1.6795 8.7901 2.8089 0.1 0.0 0.0
H 2.0198 10.3014 3.6764 0.0 -0.1 0.0
H 0.3997 9.9810 3.0138 0.1 -0.1 0.1
H -0.1673 3.8952 4.2680 -0.3 0.0 0.1
H -1.9069 3.7769 4.0087 0.1 0.1 0.0
H -0.6903 4.7524 6.6518 0.1 -0.1 -0.2
H -1.2428 3.0909 6.3560 0.0 0.1 -0.1
H -2.3872 4.4508 6.3232 0.0 -0.1 -0.1
H -2.6751 6.4504 2.6994 0.3 0.1 0.2
H -2.3509 7.5384 1.3800 0.4 0.0 0.0
H -2.5885 8.3668 4.2997 0.0 0.1 -0.2
H -3.6576 8.7833 2.9606 0.0 -0.1 -0.2
H -2.0075 9.4413 3.0211 -0.1 -0.1 0.0
O -4.5453 -1.5270 -6.1878 1.0 -2.8 3.7
P -4.7384 -3.0119 -6.5818 -2.9 2.7 -8.8
O -3.7984 -2.8889 -7.9379 0.7 -0.1 0.6
C -2.3975 -2.7635 -7.7681 0.5 0.0 -0.2
C -1.7829 -4.0707 -7.3090 0.1 -0.1 0.0
O -6.2177 -2.7165 -7.2805 0.0 -0.7 1.1
C -7.1637 -1.9215 -6.5789 -0.3 0.5 -0.1
C -7.2902 -0.5719 -7.2619 0.0 0.2 -0.1
O -4.9542 -4.6710 -7.0219 1.4 0.5 3.7
C -5.7249 -5.1429 -8.1193 -0.8 -0.6 -0.5
C -5.0514 -4.9641 -9.4664 0.2 0.6 -0.1
H -2.1701 -1.9567 -7.0655 0.0 0.0 0.0
H -1.9767 -2.4828 -8.7392 -0.2 0.0 0.1
H -2.1507 -4.3459 -6.3156 0.1 0.0 0.0
H -0.6930 -3.9909 -7.2651 -0.1 0.0 0.1
H -2.0505 -4.8862 -7.9878 0.0 0.1 0.1
H -6.8898 -1.8131 -5.5242 0.0 0.1 -0.2
H -8.1275 -2.4418 -6.6107 0.1 -0.1 0.0
H -6.3194 -0.0762 -7.3541 -0.1 -0.1 0.2
H -7.9657 0.0853 -6.7082 0.0 0.0 0.0
H -7.6759 -0.6944 -8.2793 0.0 0.0 0.1
H -6.7385 -4.7327 -8.1187 0.3 0.1 0.0
H -5.8483 -6.2190 -7.9502 0.2 0.1 0.3
H -5.0581 -3.9154 -9.7768 0.0 -0.2 0.0
H -5.5758 -5.5378 -10.2344 -0.1 -0.1 0.2
H -4.0084 -5.2959 -9.4316 -0.2 0.0 0.0

[3]
106
Properties=species:S:1:pos:R:3:forces:R:3 method="wB97M-V/def2-TZVPD" total_charge=+1 e_lumo_ev="-2.5 / -4.2" orbital_gap_ev="7.01 / 5.98" relative_energy_ev=0.214 spin_multiplicity=4
V -0.5010 -0.0705 0.2943 -0.7 -0.1 -0.1
C -5.0734 4.8175 -1.4311 0.0 0.0 0.0
C -3.7944 5.0377 -2.2503 0.0 0.0 0.0
C -3.4377 6.5231 -2.1942 0.0 0.0 0.0
C -4.0595 4.6602 -3.7147 0.0 0.0 0.0
C -2.6785 4.1519 -1.6948 0.0 0.0 0.0
C -2.8435 2.7787 -1.6842 -0.1 -0.1 -0.1
C -1.8329 1.9509 -1.1994 0.1 0.1 0.0
N -1.8445 0.5722 -1.0906 -0.2 0.0 0.1
C -2.6981 -0.3350 -1.5869 0.1 0.1 0.0
C -3.6880 -0.1621 -2.5859 0.0 0.0 0.0
C -4.4986 -1.2110 -2.9136 0.0 0.0 0.0
C -4.3245 -2.4508 -2.2324 0.0 0.0 0.0
C -3.3454 -2.7000 -1.2960 0.0 -0.1 -0.1
C -2.4829 -1.6248 -0.9954 0.0 0.1 0.2
O -1.4773 -1.7016 -0.1515 0.0 0.1 -0.1
C -3.1617 -4.0624 -0.6295 0.0 0.0 0.0
C -1.7781 -4.6270 -0.9841 0.0 0.0 0.0
C -4.2170 -5.0658 -1.0979 0.0 0.0 0.0
C -3.2905 -3.9168 0.8944 0.0 0.0 0.0
C -5.5749 -1.1162 -3.9891 0.0 0.0 0.0
C -5.2815 -2.1457 -5.0910 0.0 0.0 0.0
C -5.6284 0.2717 -4.6260 0.0 0.0 0.0
C -6.9440 -1.4148 -3.3601 0.0 0.0 0.0
C -0.6472 2.4963 -0.6551 0.2 0.0 0.0
O 0.2537 1.5815 -0.1728 -0.1 0.1 -0.1
C -0.4732 3.8857 -0.6302 0.0 0.0 -0.1
C -1.4925 4.6662 -1.1782 0.0 0.0 0.0
C 0.7249 4.5523 0.0406 -0.1 0.0 0.0
C 0.7479 6.0687 -0.1639 0.0 0.0 0.0
C 2.0376 4.0022 -0.5197 0.1 0.1 0.0
C 0.5974 4.2966 1.5486 0.0 0.0 0.0
H -5.8786 5.4473 -1.8139 0.0 0.0 0.0
H -4.9101 5.0729 -0.3819 0.0 0.0 0.0
H -5.4109 3.7806 -1.4803 0.0 0.0 0.0
H -4.2604 7.1082 -2.6073 0.0 0.0 0.0
H -2.5454 6.7473 -2.7815 0.0 0.0 0.0
H -3.2731 6.8623 -1.1695 0.0 0.0 0.0
H -4.8505 5.2883 -4.1286 0.0 0.0 0.0
H -4.3754 3.6197 -3.8120 0.0 0.0 0.0
H -3.1615 4.7970 -4.3197 0.0 0.0 0.0
H -3.7705 2.3490 -2.0286 0.0 0.0 0.0
H -3.7574 0.7746 -3.1108 0.0 0.0 0.0
H -4.9969 -3.2546 -2.4940 0.0 0.0 0.0
H -1.6658 -4.7150 -2.0665 0.0 0.0 0.0
H -1.6671 -5.6230 -0.5514 0.0 0.0 0.0
H -0.9761 -3.9976 -0.6030 0.0 0.0 0.0
H -4.1504 -5.2544 -2.1712 0.0 0.0 0.0
H -5.2310 -4.7341 -0.8637 0.0 0.0 0.0
H -4.0545 -6.0156 -0.5875 0.0 0.0 0.0
H -2.5405 -3.2371 1.2944 0.0 0.0 0.0
H -3.1558 -4.8908 1.3689 0.0 0.0 0.0
H -4.2846 -3.5483 1.1621 0.0 0.0 0.0
H -4.3069 -1.9605 -5.5460 0.0 0.0 0.0
H -6.0409 -2.0809 -5.8719 0.0 0.0 0.0
H -5.2875 -3.1663 -4.7067 0.0 0.0 0.0
H -4.6879 0.5296 -5.1170 0.0 0.0 0.0
H -5.8621 1.0452 -3.8902 0.0 0.0 0.0
H -6.4120 0.2915 -5.3840 0.0 0.0 0.0
H -6.9885 -2.4175 -2.9335 0.0 0.0 0.0
H -7.7244 -1.3439 -4.1196 0.0 0.0 0.0
H -7.1724 -0.6980 -2.5687 0.0 0.0 0.0
H -1.3648 5.7361 -1.1701 0.0 0.0 0.0
H 0.8120 6.3337 -1.2207 0.0 0.0 0.0
H 1.6268 6.4801 0.3356 0.0 0.0 0.0
H -0.1287 6.5561 0.2649 0.0 0.0 0.0
H 2.1366 4.2650 -1.5751 0.0 0.0 0.0
H 2.0837 2.9241 -0.4350 0.0 -0.2 0.0
H 2.8838 4.4429 0.0160 0.0 0.0 0.0
H -0.2682 4.8354 1.9401 0.0 0.0 0.0
H 1.4828 4.6542 2.0788 0.0 0.0 0.0
H 0.4514 3.2397 1.7654 0.0 -0.1 0.0
O -1.4564 0.6011 1.9026 -0.1 -0.2 0.1
S -2.5833 -0.2276 2.5760 0.0 0.0 -0.2
C -2.4257 0.2076 4.3135 0.0 0.1 0.0
C -3.0946 1.5687 4.4606 0.0 0.0 0.0
C -4.4057 1.4430 3.6880 0.0 0.0 0.0
C -4.0566 0.8125 2.3375 0.0 0.0 0.0
H -1.3645 0.1639 4.5536 0.0 0.0 0.0
H -2.9523 -0.5732 4.8669 0.0 0.0 0.0
H -2.4603 2.3398 4.0191 0.0 0.0 0.0
H -3.2520 1.8189 5.5086 0.0 0.0 0.0
H -4.8994 2.4027 3.5436 0.0 0.0 0.0
H -5.0960 0.7966 4.2330 0.0 0.0 0.0
H -3.7194 1.5470 1.6026 0.0 0.0 0.0
H -4.8474 0.2064 1.8994 0.0 0.0 0.0
F 2.0816 -0.3722 1.6535 0.1 0.0 0.0
As 1.7560 -2.2091 1.2725 0.0 -1.0 -0.4
F 1.4567 -3.8175 0.8769 -0.1 0.1 0.1
F 1.1689 -1.6100 -0.2792 0.3 0.3 0.4
F 3.3441 -2.1880 0.6336 -0.2 -0.1 -0.2
F 0.1502 -1.8891 1.8808 0.6 0.4 0.0
F 2.3466 -2.4980 2.8384 -0.2 0.0 0.0
C 3.2033 1.8248 2.5522 0.4 0.3 0.1
Si 3.7724 0.3927 1.5700 -0.7 0.1 0.2
C 4.8858 -0.7303 2.4759 0.3 0.0 0.1
C 3.9069 0.6521 -0.2317 0.1 0.0 -0.2
H 3.9492 2.6234 2.5306 0.0 0.0 0.1
H 3.0222 1.5565 3.5937 0.0 0.0 0.0
H 2.2935 2.2157 2.1093 -0.2 0.1 0.0
H 5.7746 -0.1447 2.7335 0.0 -0.1 0.0
H 5.1913 -1.5999 1.9007 0.1 0.0 0.1
H 4.4238 -1.0536 3.4098 0.0 0.0 0.0
H 4.2567 1.6673 -0.4186 0.1 0.0 -0.1
H 2.9125 0.5654 -0.6772 0.0 0.0 0.0
H 4.5709 -0.0640 -0.7154 0.0 0.1 0.0

| no. | largest force on an atom (eV Å⁻¹) |
| --- | --- |
| 1 | 1.41 |
| 2 | 9.79 |
| 3 | 1.08 |